No. 1
# C5H7NOS

One molecule with the formula C5H7NOS at a distorted geometry (ωB97M-V/def2-TZVPD, OMol25).

Properties
Spin multiplicity: 1
SMILES: CN1C(=S)C=C[C@@H]1O
Net charge: 0
Relative energy (zero: lowest compared OMol25 entry of this formula, charge and spin): 38.5 kcal/mol
Max |F|: 3.82 eV/A

CARTESIAN COORDINATES (ANGSTROEM)
C (0.44, 1.67, 0.38)
N (0.32, 0.26, 0.39)
C (1.21, -0.55, 0.93)
S (2.59, -0.17, 1.75)
C (0.76, -1.92, 0.73)
C (-0.29, -1.90, -0.10)
C (-0.77, -0.48, -0.23)
O (-1.01, 0.00, -1.54)
H (-0.37, 2.12, -0.33)
H (0.33, 2.21, 1.32)
H (1.37, 1.81, -0.04)
H (1.18, -2.74, 1.10)
H (-1.02, -2.72, -0.49)
H (-1.62, -0.15, 0.29)
H (-0.24, 0.13, -2.01)

Results of the Löwdin charge analysis, in e, for atoms 1 through 8: number 1, C, carries -0.06; number 2, N, carries -0.14; number 3, C, carries -0.83; number 4, S, carries 0.65; number 5, C, carries -0.06; number 6, C, carries 0.03; number 7, C, carries -0.33; number 8, O, carries 0.03



No. 2
# C23H18N2O2ScSe

C23H18N2O2ScSe as an isolated structure (ωB97M-V/def2-TZVPD, OMol25).

Properties
Spin multiplicity: 1
Net charge: +1
Calculated total energy: -117261.6641 eV
Max |F|: 0.96 eV/A

CARTESIAN COORDINATES (ANGSTROEM)
Sc (0.16, -1.36, -0.24)
C (2.85, -2.01, 1.34)
O (1.95, -0.97, 0.89)
C (2.51, 0.32, 0.73)
C (3.81, 0.63, 1.06)
C (4.24, 1.94, 0.89)
C (3.38, 2.91, 0.41)
C (2.07, 2.58, 0.08)
C (1.64, 1.27, 0.22)
N (0.32, 0.81, -0.08)
N (-0.54, 1.74, -0.23)
C (-1.85, 1.50, -0.40)
C (-2.45, 0.22, -0.27)
O (-1.74, -0.85, -0.08)
C (-3.86, 0.10, -0.32)
C (-4.63, 1.20, -0.53)
C (-4.08, 2.51, -0.69)
C (-4.91, 3.62, -0.91)
C (-4.37, 4.87, -1.06)
C (-2.98, 5.03, -0.99)
C (-2.15, 3.96, -0.78)
C (-2.69, 2.67, -0.62)
H (3.25, -1.74, 2.32)
H (3.65, -2.14, 0.61)
H (2.26, -2.92, 1.42)
H (4.49, -0.11, 1.44)
H (5.26, 2.20, 1.15)
H (3.72, 3.93, 0.29)
H (1.39, 3.32, -0.31)
H (-4.29, -0.88, -0.20)
H (-5.71, 1.09, -0.57)
H (-5.98, 3.48, -0.96)
H (-5.00, 5.73, -1.23)
H (-2.55, 6.02, -1.11)
H (-1.08, 4.09, -0.74)
Se (0.92, -2.35, -2.43)
C (1.03, -3.64, -1.01)
C (2.19, -4.42, -0.90)
C (2.31, -5.36, 0.09)
C (1.30, -5.55, 1.03)
C (0.16, -4.79, 0.96)
C (0.01, -3.82, -0.06)
H (2.98, -4.28, -1.62)
H (3.21, -5.97, 0.14)
H (1.40, -6.30, 1.80)
H (-0.65, -4.93, 1.67)
H (-0.98, -3.34, -0.15)

Results of the Löwdin charge analysis, in e, for atoms 1 through 8: number 1, Sc, carries 0.90; number 2, C, carries 0.00; number 3, O, carries -0.22; number 4, C, carries -0.19; number 5, C, carries 0.00; number 6, C, carries -0.05; number 7, C, carries -0.05; number 8, C, carries 0.01



No. 3
# C4H6NO2P

One molecule with the formula C4H6NO2P at a distorted geometry (ωB97M-V/def2-TZVPD, OMol25).

Properties
Spin multiplicity: 1
Net charge: 0
Relative energy (zero: lowest compared OMol25 entry of this formula, charge and spin): 140.2 kcal/mol
Max |F|: 5.64 eV/A

CARTESIAN COORDINATES (ANGSTROEM)
C (-0.46, 1.11, 0.23)
C (-0.43, -0.92, 0.68)
C (0.34, -1.33, -0.53)
C (1.42, -0.30, -0.89)
N (-1.38, 1.97, 0.78)
O (-2.14, 1.56, 1.64)
O (-1.34, 3.12, 0.36)
P (0.79, 1.46, -0.81)
H (0.08, -0.93, 1.62)
H (-1.48, -1.18, 0.73)
H (0.84, -2.28, -0.35)
H (-0.33, -1.45, -1.38)
H (2.26, -0.35, -0.19)
H (1.82, -0.49, -1.89)

Results of the Löwdin charge analysis, in e, for atoms 1 through 8: number 1, C, carries -0.36; number 2, C, carries -0.02; number 3, C, carries -0.33; number 4, C, carries -0.44; number 5, N, carries -0.49; number 6, O, carries 0.07; number 7, O, carries 0.01; number 8, P, carries 1.05



Number 1: M 129.2 g/mol. Number 2: M 478.3 g/mol. Number 3: M 131.1 g/mol.